[1]
ORCA calculation (ωB97M-V with the def2-TZVPD basis set) on an isolated molecule of CBr2F4Si at a distorted geometry.

The geometry in XYZ format:
```
8
Properties=species:S:1:pos:R:3:forces:R:3
C -0.50991 0.19781 0.94294 -0.003 0.940 0.495
F -0.66880 -0.74878 0.07031 0.655 -0.410 -0.264
F -1.13277 1.28410 0.53260 0.326 0.172 -0.026
F -1.08559 -0.17895 2.09249 1.462 0.284 -0.493
F 4.55445 0.89984 -0.23837 0.123 0.163 -0.448
Si 4.36171 0.91708 1.34731 0.399 -0.254 0.217
Br 1.66420 0.89743 1.00548 -2.935 -0.927 0.362
Br 5.02664 -1.20120 1.76531 -0.027 0.031 0.156
```
Positions in Å, forces in eV/Å.

- HOMO level: -0.3489 hartree
- LUMO energy: -2.22 eV
- Energy relative to the best compared isomer or geometry (same formula, charge and spin): 62.7 kcal per mole
- Orbital gap: 7.28 eV



[2]
ORCA calculation (ωB97M-V with the def2-TZVPD basis set) on an isolated molecule of C4H8N2S at a distorted geometry.

The geometry in XYZ format:
```
15
Properties=species:S:1:pos:R:3:forces:R:3
C 0.44265 -1.15889 0.54799 4.759 1.016 0.035
C -0.09238 0.25196 0.84393 -1.135 -2.445 -1.103
C 0.40886 1.50057 0.17327 1.341 0.247 -1.716
C -1.34928 0.25848 -0.02191 -0.138 2.976 -0.381
H 1.86326 -1.60531 -1.39306 -4.155 1.508 3.084
H 0.05356 -1.81011 -1.31133 1.942 1.794 0.296
H -0.26481 -1.90264 0.90922 0.023 -0.054 -0.284
H 1.46655 -1.30218 1.00541 -1.296 0.028 0.525
H -0.27955 0.26868 1.84762 -0.674 0.469 2.758
H 0.37132 2.49123 0.73093 -0.013 -1.486 -0.483
H 1.51758 1.31442 -0.26049 -2.756 0.708 0.352
H -1.30619 1.98800 -1.42072 1.103 -1.545 1.416
N 0.80630 -1.14372 -0.87950 0.445 -4.058 -4.149
N -0.81138 1.31462 -0.74673 -0.340 0.734 -0.167
S -2.82650 -0.46511 -0.02463 0.895 0.108 -0.183
```
Positions in Å, forces in eV/Å.

- SMILES: NC[C@H]1CNC1=S
- HOMO level: -0.3060 hartree
- LUMO energy: 0.75 eV
- Energy relative to the best compared isomer or geometry (same formula, charge and spin): 83.5 kcal per mole
- Orbital gap: 9.07 eV



[3]
ORCA calculation (ωB97M-V with the def2-TZVPD basis set) on a structure of composition C27H29N4NiOP2S at a distorted geometry.

The geometry in XYZ format:
```
65
Properties=species:S:1:pos:R:3:forces:R:3
Ni -0.08547 0.05219 -0.00159 0.127 -0.045 -0.032
C 3.46525 -0.53881 -0.53825 -0.071 0.108 -0.108
P 1.97942 0.48610 -0.86893 0.003 -0.192 0.263
C 2.70035 2.17543 -0.77208 0.033 -0.179 0.011
C 1.79579 0.32739 -2.69556 -0.019 -0.003 -0.134
C 2.87011 0.56979 -3.55306 -0.003 -0.001 -0.038
C 2.72024 0.49839 -4.92669 0.017 0.012 -0.006
C 1.48128 0.18065 -5.46941 0.003 0.002 -0.041
C 0.41026 -0.07620 -4.63202 0.063 0.042 -0.004
C 0.55059 -0.01301 -3.24387 0.060 0.010 -0.138
P -0.84340 -0.44720 -2.12358 -0.255 0.120 -0.011
C -2.30803 0.28692 -2.98451 0.133 -0.082 -0.074
C -1.05804 -2.20468 -2.61631 0.062 0.150 0.059
H 4.34920 -0.16004 -1.05528 0.010 -0.082 -0.016
H 3.26297 -1.56378 -0.84658 0.006 -0.018 0.030
H 3.64765 -0.53359 0.53586 0.008 -0.007 0.010
H 3.62311 2.24418 -1.34990 -0.005 0.070 0.001
H 2.91320 2.41671 0.27011 -0.011 -0.010 0.004
H 1.98052 2.89572 -1.15500 -0.001 0.079 -0.009
H 3.84233 0.81773 -3.14267 -0.008 0.014 0.000
H 3.56393 0.69552 -5.57626 0.000 -0.016 0.008
H 1.35849 0.12570 -6.54407 -0.014 0.010 0.010
H -0.55079 -0.32806 -5.06641 0.001 -0.021 0.016
H -2.63483 -0.32471 -3.82751 -0.007 0.083 -0.054
H -2.08718 1.29427 -3.33828 -0.029 -0.002 -0.026
H -3.12188 0.35063 -2.26201 -0.010 -0.022 -0.001
H -1.14333 -2.28543 -3.70134 -0.019 -0.043 0.005
H -1.95631 -2.61024 -2.14950 0.017 -0.014 0.043
H -0.18900 -2.76149 -2.27134 -0.031 -0.052 0.046
O 0.15710 -2.01888 0.22470 0.378 -0.312 -0.105
N -0.82228 -2.63913 0.83936 -0.348 -0.151 0.150
C -0.99727 -3.95981 0.61072 0.018 0.020 0.082
C -1.97327 -4.67399 1.25128 -0.077 -0.248 -0.031
C -2.81083 -4.02954 2.16213 0.121 0.323 0.015
C -2.64233 -2.67832 2.36937 -0.168 -0.542 -0.040
C -1.65736 -1.95542 1.68559 0.283 0.609 -0.069
S -1.45193 -0.26522 1.84561 -0.223 -0.192 0.388
H -0.30720 -4.39434 -0.09557 0.060 0.084 -0.005
H -2.08123 -5.72762 1.03552 0.044 0.012 0.004
H -3.57623 -4.57985 2.69190 -0.022 0.014 -0.005
H -3.27690 -2.13119 3.05057 0.027 0.042 -0.001
N -1.35330 7.14641 -0.67010 0.049 -0.344 -0.021
C -1.42472 8.43845 -0.21444 0.087 0.053 0.430
C -1.74624 9.64101 -0.82872 -0.025 0.100 -0.108
C -1.71433 10.77440 -0.03749 -0.022 -0.119 -0.167
C -1.36580 10.70885 1.31816 0.054 0.018 0.130
C -1.04237 9.51233 1.92563 0.019 0.031 0.033
C -1.07653 8.35443 1.14918 -0.146 0.291 -0.396
N -0.81274 7.05187 1.48907 0.111 -0.501 0.022
C -0.98254 6.35369 0.39478 -0.156 1.021 0.120
C -0.80689 4.92104 0.29946 0.159 -1.196 -0.093
C -0.92728 4.20778 -0.89672 -0.040 0.542 0.132
C -0.72640 2.84619 -0.90011 0.073 -0.259 0.090
N -0.42738 2.12828 0.18738 -0.233 0.740 -0.308
C -0.32545 2.80697 1.33586 0.051 -0.483 -0.025
C -0.49412 4.16883 1.43419 -0.116 0.629 -0.007
H -1.56969 6.83298 -1.59794 0.001 -0.010 -0.027
H -2.00144 9.69022 -1.87988 -0.026 0.033 0.022
H -1.96085 11.73126 -0.47823 0.011 0.007 0.015
H -1.34257 11.62396 1.89546 -0.012 -0.017 0.012
H -0.76271 9.46346 2.96952 -0.022 -0.009 -0.001
H -1.16642 4.70251 -1.82969 0.018 -0.047 -0.023
H -0.78630 2.29097 -1.82556 -0.025 0.007 -0.052
H -0.10063 2.20890 2.21047 0.020 -0.009 0.009
H -0.39582 4.67450 2.38467 0.016 -0.051 0.016
```
Positions in Å, forces in eV/Å.

- HOMO level (spin up / spin down): -0.2275 / -0.2135 hartree
- LUMO energy (spin up / spin down): -0.30 / -0.29 eV
- Multiplicity: 2
- Energy relative to the best compared isomer or geometry (same formula, charge and spin): 7.5 kcal per mole
- Expectation value of S²: 0.761
- Orbital gap (spin up / spin down): 5.89 / 5.52 eV



[4]
ORCA calculation (ωB97M-V with the def2-TZVPD basis set) on a structure of composition C4H3GaO at a distorted geometry.

The geometry in XYZ format:
```
9
Properties=species:S:1:pos:R:3:forces:R:3
C 0.20232 -1.15747 -0.02844 -1.157 -1.312 0.242
C 0.36644 -2.54935 -0.17109 0.840 -0.189 -0.713
C -0.26154 -2.06556 0.90526 0.649 0.797 0.222
H 0.68924 -3.35500 -0.83021 0.283 -0.223 -0.147
C -2.62610 -0.68916 1.22363 -2.784 2.348 2.348
O -2.45888 0.18521 0.33144 1.331 -0.499 -1.857
Ga -0.85731 0.40221 -0.56363 -0.325 0.628 0.522
H -2.23196 -0.42539 2.22369 0.770 -0.925 -0.099
H -3.54481 -1.29896 1.18068 0.393 -0.624 -0.517
```
Positions in Å, forces in eV/Å.

- Net charge: +3
- HOMO level (spin up / spin down): -1.0015 / -1.0082 hartree
- LUMO energy (spin up / spin down): -19.55 / -19.60 eV
- Multiplicity: 2
- Energy relative to the best compared isomer or geometry (same formula, charge and spin): 33.8 kcal per mole
- Expectation value of S²: 0.757
- Orbital gap (spin up / spin down): 7.70 / 7.83 eV



[5]
ORCA calculation (ωB97M-V with the def2-TZVPD basis set) on an isolated molecule of C7H15N at a distorted geometry.

The geometry in XYZ format:
```
23
Properties=species:S:1:pos:R:3:forces:R:3
C 0.99130 -1.20393 0.37272 0.785 0.571 0.233
C -0.32538 -1.92244 0.21517 -0.389 -0.575 0.677
C -1.17103 -1.50543 -0.95043 0.169 -0.232 -0.383
C -2.32714 -2.06222 -1.26678 -0.556 -0.463 0.064
C 0.97677 0.20314 0.97641 0.111 0.800 -1.534
N 0.75737 1.21383 -0.11384 -1.730 0.187 1.183
C -0.65828 1.67046 -0.04130 0.554 -0.079 -0.622
C 1.55929 2.40224 0.09599 1.055 -0.109 -0.038
H 1.51725 -1.13184 -0.58338 -0.173 0.043 -0.079
H 1.67843 -1.75551 0.99361 0.016 -0.687 0.397
H -0.91945 -1.84919 1.13672 0.074 0.316 -0.028
H -0.14408 -3.00205 0.17979 0.115 0.028 -0.346
H -0.74205 -0.76000 -1.61315 -0.116 0.177 0.099
H -2.94271 -1.77389 -2.09704 0.154 0.401 -0.477
H -2.78513 -2.89561 -0.73727 0.320 0.143 0.409
H 0.21085 0.32563 1.74805 0.074 -0.096 0.168
H 1.94808 0.47226 1.39220 0.047 -0.436 0.235
H -0.85074 2.21150 -0.96644 -0.257 0.168 0.029
H -1.37527 0.85315 0.02024 0.193 -0.095 0.021
H -0.81152 2.34502 0.80912 -0.080 0.005 0.096
H 1.55485 2.79810 1.12560 -0.269 -0.119 0.020
H 2.59938 2.14899 -0.13495 -0.004 0.180 0.008
H 1.25919 3.21780 -0.56104 -0.093 -0.129 -0.132
```
Positions in Å, forces in eV/Å.

- SMILES: C=CCCCN(C)C
- HOMO level: -0.3204 hartree
- LUMO energy: 1.17 eV
- Energy relative to the best compared isomer or geometry (same formula, charge and spin): 36.8 kcal per mole
- Orbital gap: 9.89 eV



[6]
ORCA calculation (ωB97M-V with the def2-TZVPD basis set) on an isolated molecule of C3H4O3.

The geometry in XYZ format:
```
10
Properties=species:S:1:pos:R:3:forces:R:3
O -0.18776 -0.62351 -1.50517 -0.080 -0.160 0.078
C 0.20053 0.22612 -0.44161 0.163 0.175 0.131
C 0.91223 -0.55418 0.65346 0.381 0.075 0.200
O 1.94520 -0.20951 1.16321 -0.453 -0.147 -0.226
C -1.02829 0.89573 0.18500 -0.218 -0.126 0.368
O -1.50926 0.49150 1.21656 0.178 0.194 -0.449
H -0.42858 -1.48742 -1.14025 -0.103 0.158 -0.093
H 0.87839 0.97647 -0.85785 -0.071 -0.048 0.092
H 0.38521 -1.48409 0.96131 0.155 0.025 -0.034
H -1.47039 1.75891 -0.34927 0.048 -0.147 -0.066
```
Positions in Å, forces in eV/Å.

- SMILES: O=CC(O)C=O
- HOMO level: -0.3676 hartree
- LUMO energy: 0.19 eV
- Energy relative to the best compared isomer or geometry (same formula, charge and spin): 43.6 kcal per mole
- Orbital gap: 10.20 eV



These records have DFT total energy values of -159870.66316; -18090.12349; -106934.52690; -58572.83095; -8990.89289; -9316.81143 eV, in the order they appear.